# 1
A structure of composition C2H5NO, computed with the ωB97M-V functional and the def2-TZVPD basis.

**Lowest unoccupied orbital energy**: -0.9 eV
**Electronic energy**: -5688.391 eV
**Highest occupied orbital energy**: -0.3777 Ha
**Kohn-Sham gap**: 9.4 eV

Geometry as XYZ:
```
9
Properties=species:S:1:pos:R:3:forces:R:3:lowdin_charge:R:1
C -1.278273 0.032218 -0.014208 -0.2140 0.0013 -0.0129 0.000
C 0.260949 0.404872 0.046026 0.3037 0.0059 0.0041 -0.738
O 0.692141 1.527287 0.192877 -0.1464 -0.3590 -0.0449 0.037
N 0.672476 -0.820582 -0.116946 0.2213 0.3581 0.0520 0.161
H -1.682332 0.402625 0.929742 0.0818 -0.0567 -0.1103 0.091
H -1.525427 -1.023110 -0.135061 0.0547 0.1429 0.0187 0.073
H -1.666635 0.601741 -0.860544 0.0799 -0.0732 0.1047 0.090
H 2.337565 -0.320899 -0.317584 -0.1614 0.1038 -0.1772 0.162
H 2.189535 -0.804155 0.275697 -0.2197 -0.1231 0.1658 0.125
```
Forces are in eV/Å.

***

# 2
A structure of composition C2H5NO at a distorted geometry, computed with the ωB97M-V functional and the def2-TZVPD basis.

**Lowest unoccupied orbital energy**: 0.7 eV
**Electronic energy**: -5687.518 eV
**Highest occupied orbital energy**: -0.3602 Ha
**Kohn-Sham gap**: 10.5 eV

Geometry as XYZ:
```
9
Properties=species:S:1:pos:R:3:forces:R:3:lowdin_charge:R:1
C -1.357119 -0.565126 -0.004417 -1.0618 -1.0817 -0.5966 -0.153
C -0.556174 0.668782 -0.007324 0.9195 1.6106 0.7873 -0.374
H -0.500905 -1.444270 -0.474930 -3.4508 2.3409 1.6188 0.135
H -1.726569 -0.740681 1.322173 0.8334 0.1873 -4.6154 0.171
H -2.438830 -0.171732 -0.955692 3.1172 -1.8014 3.3010 0.180
H -1.028010 1.664316 0.101523 0.1343 -0.6416 -0.3193 0.102
H 2.183292 -0.504102 -0.336362 -2.3692 -0.0729 1.0907 0.133
N 0.729267 0.758591 0.005294 -0.9717 -1.4593 -0.1485 -0.014
O 1.235739 -0.591951 0.047084 2.8492 0.9182 -1.1180 -0.179
```
Forces are in eV/Å.

***

# 3
The molecule C2H5NO2 at a distorted geometry, computed with the ωB97M-V functional and the def2-TZVPD basis.

**Lowest unoccupied orbital energy**: 1.0 eV
**Electronic energy**: -7737.478 eV
**Highest occupied orbital energy**: -0.3339 Ha
**Kohn-Sham gap**: 10.1 eV

Geometry as XYZ:
```
10
Properties=species:S:1:pos:R:3:forces:R:3:lowdin_charge:R:1
C 1.961375 -0.527592 0.037439 -0.7934 -1.7506 -0.3530 -0.093
O 1.197210 0.637186 -0.022522 -0.9736 1.3801 0.0557 -0.099
C -0.159031 0.620035 -0.018672 0.6959 -0.8822 -0.3395 -0.210
N -0.861525 -0.441364 -0.076838 1.2883 0.7825 0.4792 -0.031
O -2.194585 -0.078058 0.102269 -2.4134 -3.5843 -1.9006 -0.130
H 2.491796 -0.628601 0.965930 0.3479 0.4097 0.4917 0.084
H 1.328310 -1.417527 -0.035463 0.0075 0.1147 -0.0721 0.081
H 2.635297 -0.552476 -0.801869 0.3858 0.1703 -0.2304 0.087
H -0.597614 1.612470 -0.031883 0.0968 0.0202 0.2437 0.143
H -2.662177 -0.951989 -0.309422 1.3583 3.3397 1.6253 0.169
```
Forces are in eV/Å.

***

# 4
A cluster of 3 separate species, C2H5NO2 in total at a distorted geometry, computed with the ωB97M-V functional and the def2-TZVPD basis.

**Lowest unoccupied orbital energy (spin up / spin down)**: -0.2 / -0.9 eV
**Electronic energy**: -7732.827 eV
**Highest occupied orbital energy (spin up / spin down)**: -0.2892 / -0.3314 Ha
**Kohn-Sham gap (spin up / spin down)**: 7.6 / 8.1 eV

Geometry as XYZ:
```
10
Properties=species:S:1:pos:R:3:forces:R:3:lowdin_charge:R:1
C 0.681715 -0.523845 -0.355121 2.2526 -0.9667 0.2312 0.078
C 1.554188 -1.291650 0.148741 1.9239 -0.8537 1.9399 -0.149
N -0.913447 -2.637428 1.169997 4.5022 0.6358 2.4139 0.126
O -1.445670 3.394933 -1.230566 1.0921 1.6477 -5.2011 -0.034
O 0.134228 -2.537131 1.760882 -6.0214 -1.5356 -1.0076 -0.135
H -0.183668 -0.029661 -0.518354 -2.3460 1.0925 -0.6170 -0.011
H 2.657168 -1.277861 0.250835 -0.2594 0.7413 -1.2450 0.068
H 1.368663 -2.069335 0.975096 -0.0494 0.8985 -1.7294 0.024
H -1.706903 3.154466 -0.409765 -1.9043 -0.8503 3.7370 -0.039
H -2.146276 3.817511 -1.791743 0.8097 -0.8095 1.4781 0.071
```
Forces are in eV/Å.

***

# 5
A cluster of 2 separate species, C2H5NO2 in total at a distorted geometry, computed with the ωB97M-V functional and the def2-TZVPD basis.

**Lowest unoccupied orbital energy**: 0.8 eV
**Electronic energy**: -7739.488 eV
**Highest occupied orbital energy**: -0.3663 Ha
**Kohn-Sham gap**: 10.7 eV

Geometry as XYZ:
```
10
Properties=species:S:1:pos:R:3:forces:R:3:lowdin_charge:R:1
N -0.360331 1.083097 -1.621085 -0.1610 -0.1526 -0.1654 0.123
C 0.635144 0.961224 -0.710017 0.0325 -0.2564 0.0480 -0.447
O 0.954011 1.828129 0.065835 0.1234 0.3148 0.2405 0.007
H -0.760505 0.266976 -2.042508 0.1320 -0.2381 -0.0749 0.091
H -0.964829 1.879947 -1.562411 -0.0298 0.3011 0.1063 0.099
H 1.149209 -0.012265 -0.733729 -0.0801 0.0246 -0.1719 0.115
C -0.153338 -1.484805 1.651051 -0.2026 -0.1545 1.0025 -0.145
O -0.109049 -1.855671 0.519876 0.0683 -0.1022 -0.7672 -0.016
H -0.905678 -0.754184 2.004704 0.1395 0.0758 -0.0807 0.087
H 0.515368 -1.912448 2.428287 -0.0222 0.1875 -0.1373 0.086
```
Forces are in eV/Å.

***

# 6
The molecule C2H5NO2, computed with the ωB97M-V functional and the def2-TZVPD basis.

**Lowest unoccupied orbital energy**: 0.9 eV
**Electronic energy**: -7738.467 eV
**Highest occupied orbital energy**: -0.3247 Ha
**Kohn-Sham gap**: 9.8 eV

Geometry as XYZ:
```
10
Properties=species:S:1:pos:R:3:forces:R:3:lowdin_charge:R:1
N 2.074491 -0.109143 0.020673 -0.0812 0.0279 -0.1794 0.072
C 0.927977 0.021981 -0.637390 0.2274 -0.1496 0.5116 -0.162
O -0.022832 -0.559190 0.132331 0.2462 0.3205 -0.1552 -0.113
C -1.335456 -0.189992 -0.256271 -0.3293 -0.2792 -0.1705 -0.313
O -1.639813 1.110542 0.122648 -0.0466 0.0408 0.1742 -0.018
H 2.142132 -0.549337 0.935214 -0.0587 0.0627 -0.1128 0.105
H 2.905910 0.294317 -0.373732 -0.0405 -0.1124 -0.0355 0.085
H -1.428394 -0.225303 -1.343319 0.0609 -0.0441 0.1421 0.122
H -1.983643 -0.925106 0.234225 0.0398 0.0929 -0.1337 0.128
H -1.664327 1.149595 1.085656 -0.0180 0.0404 -0.0407 0.095
```
Forces are in eV/Å.

***

# 7
The molecule C2H5NO2 at a distorted geometry, computed with the ωB97M-V functional and the def2-TZVPD basis.

**Lowest unoccupied orbital energy**: 0.7 eV
**Electronic energy**: -7739.710 eV
**Highest occupied orbital energy**: -0.3504 Ha
**Kohn-Sham gap**: 10.3 eV

Geometry as XYZ:
```
10
Properties=species:S:1:pos:R:3:forces:R:3:lowdin_charge:R:1
N 1.001149 -0.057395 0.921262 0.2697 2.1560 2.4840 -0.039
C 0.603458 -0.228190 -0.456648 0.1033 -0.1552 -1.2084 -0.223
C -0.943375 -0.372368 -0.512821 -0.3571 -0.4266 2.2878 -0.425
O -1.629376 -1.390615 -0.576138 1.5280 3.1367 -0.3763 0.086
O -1.361516 0.917427 -0.090866 -1.0902 -1.8208 -0.9238 0.026
H 2.013953 -0.107497 1.101335 -0.6883 -0.3632 -0.7023 0.074
H 0.750167 0.874124 1.406235 0.0260 -1.9569 -1.5831 0.111
H 0.868925 0.683652 -1.122350 -0.1438 -1.7803 0.6041 0.135
H 1.028698 -1.236969 -0.728047 -0.2722 1.3720 -0.4383 0.133
H -2.332083 0.917831 0.058038 0.6245 -0.1617 -0.1437 0.123
```
Forces are in eV/Å.

***

# 8
A cluster of 2 separate species, C2H5NO2 in total at a distorted geometry, computed with the ωB97M-V functional and the def2-TZVPD basis.

**Lowest unoccupied orbital energy (spin up / spin down)**: 1.0 / -0.8 eV
**Multiplicity**: 3
**Electronic energy**: -7734.642 eV
**Highest occupied orbital energy (spin up / spin down)**: -0.2285 / -0.3823 Ha
**Kohn-Sham gap (spin up / spin down)**: 7.3 / 9.6 eV

Geometry as XYZ:
```
10
Properties=species:S:1:pos:R:3:forces:R:3:lowdin_spin:R:1
C -0.410015 0.608700 -0.066851 0.3117 -2.5451 1.7330 0.520
C -1.522260 -0.316679 -0.078410 -2.5661 2.3620 -1.4824 0.126
N 2.596429 0.347665 0.068879 -2.5245 -2.7236 0.9066 0.296
O -0.332232 1.698698 -0.396811 -0.0140 4.1529 -1.4263 0.262
O 1.593370 -0.499760 0.467811 2.6460 1.1286 -0.9657 0.740
H -1.427681 -1.146079 0.501030 0.8390 -2.6186 1.1378 0.005
H -2.446903 0.181860 0.330340 0.6099 -0.0767 -0.6920 0.018
H -1.623224 -0.473989 -1.166346 -0.4286 -0.5748 0.4340 0.006
H 3.225652 0.315465 0.828560 1.2129 0.7478 0.8387 0.012
H 3.018360 0.030839 -0.791802 -0.0862 0.1474 -0.4836 0.016
```
Forces are in eV/Å.

***

# 9
A cluster of 2 separate species, C2H5NO2S in total at a distorted geometry, computed with the ωB97M-V functional and the def2-TZVPD basis.

**Lowest unoccupied orbital energy**: 0.3 eV
**Electronic energy**: -18569.196 eV
**Highest occupied orbital energy**: -0.3164 Ha
**Kohn-Sham gap**: 8.9 eV

Geometry as XYZ:
```
11
Properties=species:S:1:pos:R:3:forces:R:3:lowdin_charge:R:1
C 0.268317 -2.189909 0.879309 -3.5805 -4.9191 -4.3188 -0.035
C 0.559639 -1.638189 1.953564 2.2298 3.4969 3.4260 -0.335
N 0.564499 0.834206 -0.531744 0.6669 -0.0783 1.4083 -0.548
O 1.551965 1.823389 -0.822205 0.2247 0.1258 -0.7088 -0.223
O 0.887512 -0.988753 2.865651 -0.4855 -0.7353 -0.0481 0.163
S -0.524491 0.828453 -1.663483 0.1714 -1.6435 -1.4498 0.895
H -0.715774 -0.544135 -2.043163 0.6122 0.9090 -0.5033 -0.043
H 0.759371 -2.316666 -0.086203 0.3605 0.7342 0.7268 0.071
H -0.616715 -2.940371 0.931605 1.4201 1.4211 0.1805 0.106
H 1.102385 2.661694 -0.696286 0.1279 0.3322 0.2665 0.046
H -1.580061 0.539416 -0.978059 -1.7476 0.3570 1.0207 -0.097
```
Forces are in eV/Å.

***

# 10
A cluster of 2 separate species, C2H5NO2S in total at a distorted geometry, computed with the ωB97M-V functional and the def2-TZVPD basis.

**Lowest unoccupied orbital energy**: -1.1 eV
**Electronic energy**: -18573.792 eV
**Highest occupied orbital energy**: -0.3565 Ha
**Kohn-Sham gap**: 8.6 eV

Geometry as XYZ:
```
11
Properties=species:S:1:pos:R:3:forces:R:3:lowdin_charge:R:1
C 0.113071 -0.910805 -1.141287 5.1714 -3.4931 -0.7087 -0.314
C -0.978670 -0.127795 -0.679061 1.3144 1.2509 3.1569 -0.092
N 0.980608 -1.661413 -0.480509 -3.4970 2.2775 0.6081 0.072
O 0.608049 2.651173 1.358257 0.1156 0.6011 -0.8866 -0.439
O -0.022424 1.302102 3.269483 1.0577 0.1499 -0.4171 -0.437
S 1.028479 1.792793 2.405803 -1.1734 -0.8187 1.2657 0.867
H 0.254102 -0.896681 -2.197640 -0.0345 -0.0377 -1.2446 0.087
H -1.086832 -0.515957 0.321993 -0.9575 0.1980 0.6279 0.081
H -1.789013 -0.314402 -1.296423 -1.7931 0.0682 -0.9852 0.060
H -0.701703 0.944563 -0.562219 -0.4049 -0.5609 -0.4758 0.095
H 1.594334 -2.263580 -0.998397 0.2013 0.3649 -0.9406 0.020
```
Forces are in eV/Å.